(1)
The following is a quantum chemistry calculation of a 16-piece molecular cluster, C3H37O16 overall, from the Open Molecules 2025 dataset.

Cartesian coordinates (Å):
C: 1.93911 -0.81532 1.30595
C: 1.11211 0.04368 0.36295
C: 0.03011 -0.93532 -0.25705
O: 0.55111 1.27068 1.01995
H: 1.35411 -1.13632 2.13895
H: 2.75611 -0.21632 1.74295
H: 2.28611 -1.73832 0.81595
H: 1.68811 0.44768 -0.43005
H: -0.45589 -1.50132 0.50895
H: 0.45011 -1.59232 -0.97305
H: -0.74789 -0.40832 -0.84505
O: -1.35889 -2.68632 -2.58205
H: -1.47489 -2.98332 -1.65805
H: -0.47789 -2.33232 -2.69805
O: 2.61311 0.03768 -2.49005
H: 2.84111 0.55568 -1.73705
H: 2.07011 -0.69632 -2.30805
O: 0.42411 1.38368 -3.07105
H: -0.37989 0.94268 -2.88605
H: 1.19211 0.81968 -2.90505
O: 0.72111 0.08468 4.77695
H: 1.51411 0.46468 4.43195
H: 0.21211 -0.05932 3.97195
O: -2.14989 -2.68332 2.56895
H: -1.75689 -1.80432 2.57995
H: -3.08189 -2.37032 2.64895
O: 1.35511 3.23168 -0.79405
H: 1.20911 2.36168 -0.34005
H: 1.57411 3.83968 -0.07405
O: 0.78511 -1.74532 -3.89205
H: 1.59511 -1.44032 -4.28505
H: 0.09311 -1.39432 -4.48005
O: 2.02811 2.04868 3.20295
H: 2.96811 2.16868 3.11495
H: 1.79711 1.67768 2.37795
O: -2.04289 -0.12532 -2.81105
H: -2.87489 -0.09132 -3.30205
H: -1.86089 -1.02732 -2.44505
O: -1.73589 2.22168 -0.51905
H: -1.01989 1.80668 -0.05005
H: -1.98689 1.62168 -1.17605
O: -1.05989 -0.06532 2.58495
H: -1.80689 0.44268 2.23895
H: -0.39089 0.36268 2.03495
O: -2.38489 -3.29932 -0.17905
H: -2.31789 -3.22732 0.74995
H: -2.70589 -4.14532 -0.48805
O: -0.62789 3.33868 2.01495
H: -1.39789 3.54068 1.46095
H: -0.19089 2.58568 1.58595
O: 3.87211 2.30368 -0.69705
H: 4.11811 2.35168 0.25295
H: 3.08711 2.82568 -0.69905
O: -3.87889 -1.01832 0.09195
H: -4.71289 -1.38532 0.49595
H: -3.35689 -1.85632 -0.00905

Computed properties:
multiplicity	1
frontier orbital gap	8.234	eV
HOMO energy	-6.11	eV
total charge	-1

These are the Löwdin partial charges, in e, on atoms 1 to 5: -0.051, -0.420, -0.030, -0.381, 0.059

---

(2)
The following is a quantum chemistry calculation of one molecule with the formula C21H27N3O5S, from the Open Molecules 2025 dataset.

Cartesian coordinates (Å):
C: 1.05192 2.96993 1.64510
O: 0.02339 2.00466 1.55326
C: -0.72338 2.07151 0.35907
C: -0.12284 1.21695 -0.77227
N: -0.23684 -0.20273 -0.50299
C: 0.65633 -0.93430 0.18534
O: 0.39764 -2.06414 0.58702
C: 2.05766 -0.36865 0.41328
N: 2.83613 -0.37310 -0.80242
C: 3.30516 0.75053 -1.38953
O: 3.05349 1.87312 -0.97939
C: 4.13535 0.51221 -2.57519
C: 4.76235 1.41068 -3.40012
C: 5.42946 0.64551 -4.37985
C: 5.16215 -0.65745 -4.08339
O: 4.38343 -0.75263 -2.99813
C: -1.52159 -0.85368 -0.82346
C: -2.52919 -0.60252 0.31666
O: -3.51969 0.09222 0.17224
N: -2.18492 -1.21382 1.44970
C: -2.85988 -1.00176 2.71338
C: -2.93679 -2.32225 3.48361
C: -1.60824 -2.37333 4.23235
C: -1.43647 -0.93718 4.72668
C: -2.03924 -0.05745 3.61981
C: -2.04307 -0.42297 -2.14939
C: -1.51873 -0.75509 -3.36469
C: -2.21686 -0.17280 -4.44247
C: -3.25386 0.59487 -4.02102
S: -3.41521 0.61705 -2.30868
H: 1.56513 2.77889 2.58595
H: 1.76430 2.90140 0.81684
H: 0.63005 3.98124 1.66345
H: -0.79820 3.10862 0.01036
H: -1.72743 1.71748 0.60233
H: 0.91901 1.49430 -0.92188
H: -0.66640 1.43095 -1.69456
H: 2.53468 -1.01869 1.15435
H: 2.02597 0.64941 0.79757
H: 3.07497 -1.26837 -1.20007
H: 4.73772 2.47584 -3.30174
H: 6.02405 1.01185 -5.19081
H: 5.45910 -1.57402 -4.55437
H: -1.30326 -1.93048 -0.84852
H: -1.32558 -1.75236 1.46888
H: -3.84289 -0.59100 2.47198
H: -3.76402 -2.28361 4.19289
H: -3.08747 -3.17065 2.81792
H: -0.80141 -2.63735 3.54687
H: -1.61450 -3.09589 5.04695
H: -1.99219 -0.80271 5.65577
H: -0.39380 -0.69122 4.91965
H: -2.67449 0.72117 4.03856
H: -1.26094 0.43269 3.03429
H: -0.66180 -1.39580 -3.48003
H: -1.95523 -0.32572 -5.47421
H: -3.95304 1.14064 -4.62292

Computed properties:
multiplicity	1
frontier orbital gap	9.200	eV
HOMO energy	-8.64	eV
SMILES	COCCN(C(=O)CNC(=O)c1ccco1)[C@@H](C(=O)NC1CCCC1)c1cccs1
total charge	0

These are the Löwdin partial charges, in e, on atoms 1 to 5: -0.097, -0.204, -0.167, -0.083, 0.027

---

(3)
The following is a quantum chemistry calculation of C11H23BeP2 as an isolated structure, from the Open Molecules 2025 dataset.

Cartesian coordinates (Å):
C: -0.33445 0.56399 -3.02167
C: 0.75769 0.92775 -3.94077
C: 1.37182 2.13479 -3.48157
C: 0.55967 2.62776 -2.39275
C: -0.49368 1.68393 -2.14159
Be: -1.32707 -0.64686 -1.05974
P: -2.51203 -2.35055 -1.47175
H: -1.04372 -0.32432 -3.18952
H: 1.03653 0.38667 -4.83719
H: 2.29895 2.58756 -3.88364
H: -1.37999 1.85772 -1.48344
H: 0.75883 3.50840 -1.80432
H: -2.07443 -3.69151 -1.06181
H: -2.63518 -2.51326 -2.89609
H: -3.90200 -2.41312 -1.08435
C: -0.42984 2.35897 1.41419
C: 0.58285 1.24577 1.11392
P: -0.17754 -0.37723 0.68683
C: 1.31256 -1.36442 0.34801
C: 2.32227 -1.56908 1.48488
C: -1.10575 -0.97018 2.13416
C: -0.39233 -0.97275 3.50079
H: -0.90594 2.75602 0.50565
H: 0.09073 3.20228 1.89400
H: -1.23369 2.03713 2.09170
H: 1.22404 1.56572 0.25854
H: 1.24810 1.05857 1.99017
H: 0.94840 -2.32693 -0.03808
H: 1.80533 -0.84789 -0.49619
H: 1.94817 -2.26485 2.25146
H: 3.24173 -1.99821 1.05318
H: 2.60084 -0.62488 1.97446
H: -2.00432 -0.33331 2.18118
H: -1.46504 -1.97505 1.85390
H: 0.04526 0.01598 3.74066
H: -1.14668 -1.22473 4.27036
H: 0.40990 -1.72990 3.53643

Computed properties:
multiplicity	1
frontier orbital gap	3.568	eV
HOMO energy	-0.65	eV
total charge	-1

These are the Löwdin partial charges, in e, on atoms 1 to 5: -0.236, -0.196, -0.198, -0.207, -0.277

---

(4)
The following is a quantum chemistry calculation of a 2-piece molecular cluster, C4H3Cl3O2 overall, from the Open Molecules 2025 dataset.

Cartesian coordinates (Å):
C: -0.92409 -0.07084 -0.86512
C: 0.86401 1.15523 0.88162
C: -0.77022 -0.99422 0.25104
C: 0.22103 0.38212 1.98432
O: -1.81838 0.73007 -0.89895
O: 0.41914 2.17703 0.45235
Cl: 0.36322 -2.20791 0.31052
Cl: 1.02626 -0.81532 2.74826
Cl: -1.25982 1.04974 2.75989
H: 0.02883 -0.01601 -1.68953
H: 1.64433 0.44038 0.54205
H: -1.65757 -0.95394 0.81847

Computed properties:
multiplicity	1
frontier orbital gap (spin up / spin down)	7.471 / 7.471	eV
HOMO energy (spin up / spin down)	-9.18 / -9.23	eV
total charge	0

These are the Löwdin partial charges, in e, on atoms 1 to 5: -0.396, -0.421, -0.611, -1.108, 0.063

---

Asked for E_tot across the records above, the calculation gives -36474.1091; -47758.6957; -30754.9848; -45854.7943 eV in order.
Asked for F_max across the records above, the calculation gives 3.6; 1.3; 2.4; 3.7 eV/A in order.
Asked for energy above the lowest of the compared OMol25 structures with the same formula, charge and spin across the records above, the calculation gives 48.00; 28.82; 21.58; 39.84 kcal per mole in order.